A single C14H22ClNOS molecule. Source: the OMol25 dataset; level of theory: ωB97M-V/def2-TZVPD.

```
40
Properties=species:S:1:pos:R:3:nbo_charge:R:1
C -2.17652 2.87955 -3.98203 -0.24
O -1.72239 1.70337 -3.36868 -0.54
C -0.47802 1.85731 -2.72712 -0.05
C -0.10694 0.52800 -2.07749 -0.42
C 1.30303 0.51634 -1.49344 -0.21
N 1.36711 1.29244 -0.26872 -0.63
H 1.06281 2.24064 -0.45819 0.36
C 2.67437 1.31880 0.36433 -0.21
C 2.96005 0.00590 1.09980 -0.40
C 1.84454 -0.30438 2.09584 -0.43
C 1.91355 -1.73741 2.59467 -0.51
H 1.96717 -2.45654 1.77700 0.21
H 2.77535 -1.89149 3.24453 0.23
S 0.48413 -2.16591 3.64487 0.25
C -0.90264 -2.05950 2.55522 -0.16
C -2.15444 -1.95072 3.15742 -0.21
C -3.29913 -1.88009 2.39088 -0.21
C -3.19538 -1.91157 1.00784 -0.08
C -1.95825 -2.02754 0.39705 -0.16
C -0.81376 -2.10761 1.16979 -0.25
H 0.13704 -2.21262 0.67376 0.21
H -1.88731 -2.05942 -0.67895 0.22
Cl -4.62308 -1.80857 0.03735 0.00
H -4.26662 -1.79536 2.85983 0.23
H -2.21753 -1.92294 4.23428 0.22
H 1.90356 0.37719 2.94601 0.21
H 0.89133 -0.12822 1.59451 0.24
H 3.92117 0.08531 1.61055 0.21
H 3.03926 -0.80696 0.37555 0.19
H 2.67130 2.13301 1.09290 0.20
H 3.48626 1.50992 -0.35981 0.17
H 2.02425 0.87227 -2.25286 0.16
H 1.56793 -0.51466 -1.24661 0.19
H -0.82494 0.30794 -1.28721 0.22
H -0.18988 -0.24620 -2.84136 0.21
H 0.29027 2.14923 -3.46374 0.16
H -0.54561 2.65818 -1.97329 0.15
H -3.13446 2.64308 -4.44010 0.20
H -1.47643 3.22322 -4.75499 0.16
H -2.31115 3.68602 -3.24940 0.16
```

* SMILES: COCCCNCCCCSc1ccc(Cl)cc1
* ΔE to the lowest compared entry with this formula, charge and spin: 0.038 eV
* 2S+1: 1
* energy: -41769.910 eV
* frontier orbital gap: 8.8 eV
* E_HOMO: -7.985 eV


A single C5H7N molecule at a distorted geometry. Source: the OMol25 dataset; level of theory: ωB97M-V/def2-TZVPD.

```
13
Properties=species:S:1:pos:R:3:nbo_charge:R:1
C 1.85835 -0.34881 -0.01844 -0.05
C 0.73050 -1.08292 0.16790 -0.24
C -0.29946 0.03841 0.27116 -0.30
C 0.52276 1.38216 0.23323 0.10
C -1.61302 -0.09143 -0.62885 -0.60
N 1.75141 1.06117 0.07506 -0.42
H 2.82025 -0.80336 -0.06740 0.20
H 0.43709 -2.16028 0.26090 0.24
H -0.53714 0.04690 1.43671 0.24
H 0.18881 2.36062 0.55945 0.20
H -1.87486 -1.07908 -0.84176 0.21
H -1.59417 0.51168 -1.50913 0.22
H -2.39054 0.16495 0.06118 0.21
```

* SMILES: C[C@H]1C=CN=C1
* ΔE to the lowest compared entry with this formula, charge and spin: 1.962 eV
* 2S+1: 1
* energy: -6786.551 eV
* frontier orbital gap: 10.0 eV
* E_HOMO: -9.213 eV


A molecular structure, C7H7Cl2NO at a distorted geometry. Source: the OMol25 dataset; level of theory: ωB97M-V/def2-TZVPD.

```
18
Properties=species:S:1:pos:R:3:nbo_charge:R:1
C 1.47123 0.69247 2.18959 -0.22
C 0.63912 -0.36239 2.52240 -0.18
C 1.51858 1.16451 0.89719 -0.18
C -0.41597 -0.67764 1.68235 -0.26
C 0.70562 0.58828 -0.06248 -0.24
C -0.29791 -0.23136 0.35145 0.15
C -1.83273 -0.67929 -1.71023 0.10
N -1.21128 -0.88281 -0.54662 -0.58
O -0.05899 0.67752 -4.05630 -1.08
Cl -1.68518 0.70119 -2.59262 0.43
Cl -2.47810 -2.11135 -2.43607 0.08
H 2.20410 1.00299 2.98325 0.22
H 0.71411 -0.82698 3.48879 0.22
H 2.26025 1.82311 0.48066 0.23
H -1.05629 -1.43568 2.08722 0.22
H 0.71638 0.78624 -1.10406 0.25
H -1.32316 -1.78387 -0.07538 0.42
H 0.13023 1.55504 -4.09915 0.41
```

* ΔE to the lowest compared entry with this formula, charge and spin: 4.728 eV
* 2S+1: 1
* energy: -35950.182 eV
* frontier orbital gap (alpha / beta): 6.7 / 6.7 eV
* E_HOMO (alpha / beta): -7.299 / -7.298 eV


A molecular structure, C52H52BrN8O4SZr. Source: the OMol25 dataset; level of theory: ωB97M-V/def2-TZVPD.

```
119
Properties=species:S:1:pos:R:3:lowdin_charge:R:1
Zr 0.45525 -0.94278 -1.08937 1.63
O 4.74198 -1.75767 -0.50846 0.07
C 3.63633 -1.49399 -0.95608 -0.48
N 2.52607 -1.12636 -0.28404 -0.04
C 2.69084 -0.35659 0.88737 -0.23
C 3.58358 -0.55331 1.93049 -0.03
C 3.58703 0.35671 2.98198 -0.10
C 2.68683 1.41288 3.02045 -0.09
C 1.80215 1.62067 1.96738 0.00
C 1.85786 0.76578 0.88246 -0.24
N 1.12868 0.97833 -0.32361 -0.05
C 1.85891 1.56433 -1.31224 -0.53
O 3.02243 1.93068 -1.29892 0.08
C 0.99521 1.75338 -2.52731 -0.22
C 1.17277 2.81464 -3.39316 0.01
C 0.24028 2.99277 -4.39641 -0.04
C -0.81481 2.09858 -4.49922 -0.04
C -0.88127 1.03087 -3.62620 -0.18
N 0.02395 0.84927 -2.66130 -0.03
C 3.43094 -1.43826 -2.44836 -0.20
C 4.48855 -1.69937 -3.30309 0.01
C 4.29264 -1.54443 -4.66111 -0.04
C 3.04691 -1.13374 -5.11333 -0.04
C 2.04207 -0.90820 -4.19139 -0.17
N 2.22587 -1.05665 -2.87667 0.02
H 4.26467 -1.39107 1.90690 0.11
H 4.28276 0.21475 3.80043 0.10
H 2.67909 2.08724 3.86784 0.10
H 1.09483 2.43946 1.94980 0.09
H 2.00266 3.48604 -3.22839 0.12
H 0.31439 3.83381 -5.07374 0.11
H -1.58806 2.22295 -5.24423 0.11
H -1.66484 0.28960 -3.69036 0.05
H 5.42913 -2.00439 -2.86778 0.12
H 5.09768 -1.73279 -5.36028 0.11
H 2.84656 -0.98549 -6.16522 0.11
H 1.05318 -0.60945 -4.50683 0.06
C -4.37536 2.96544 2.42291 -0.07
C -2.89792 2.85057 2.80098 -0.38
C -2.73733 2.44725 4.26676 -0.08
C -2.15047 4.13205 2.47137 -0.14
C -2.42154 5.26146 3.22645 -0.07
C -1.77436 6.45872 2.97586 -0.10
C -0.84360 6.49753 1.95786 -0.07
C -0.53913 5.39434 1.15608 -0.12
C 0.51601 5.68583 0.09292 -0.37
C -0.10085 6.29313 -1.17179 -0.07
C 1.44408 4.52946 -0.23204 -0.06
C -1.21874 4.17473 1.39552 -0.13
N -1.07379 2.93342 0.74885 0.12
C -1.36360 2.74803 -0.51082 -0.53
O -1.40545 3.52507 -1.48836 -0.02
C -2.08071 1.40596 -0.71712 -0.16
C -3.41618 1.61769 -1.09109 -0.01
C -4.32284 0.58262 -1.09694 -0.03
C -3.90048 -0.66492 -0.66283 0.00
C -2.56872 -0.81141 -0.35425 -0.23
N -1.64528 0.16376 -0.44564 0.08
C -2.11205 -2.08545 0.28523 -0.55
O -2.93565 -2.72221 0.93288 0.03
N -0.79936 -2.38296 0.14497 -0.04
C -0.43096 -3.55033 0.91033 -0.18
C -0.66962 -4.87323 0.47531 -0.11
C -0.10080 -5.90683 1.22561 -0.07
C 0.60508 -5.68815 2.38921 -0.09
C 0.69739 -4.39807 2.87618 -0.05
C 0.16757 -3.32491 2.16651 -0.14
C 0.16103 -1.94944 2.81170 -0.35
C -1.23150 -1.61621 3.36581 -0.03
C 1.17034 -1.79726 3.94875 -0.08
C -1.48832 -5.42668 -0.70731 -0.34
C -2.79524 -4.76119 -1.12680 -0.07
C -0.63033 -5.69855 -1.94458 -0.08
H -4.89546 2.01962 2.59736 0.07
H -4.48559 3.22682 1.36855 0.07
H -4.87460 3.74063 3.01186 0.07
H -2.45400 2.06563 2.19155 0.11
H -3.18389 3.18063 4.94366 0.06
H -1.68186 2.35053 4.52781 0.08
H -3.22270 1.48559 4.45169 0.07
H -3.15047 5.20062 4.02774 0.10
H -1.97952 7.34020 3.57135 0.09
H -0.31292 7.42435 1.76161 0.10
H 1.13684 6.47371 0.53656 0.12
H -0.80611 5.59636 -1.62042 0.05
H 0.68967 6.52020 -1.89455 0.07
H -0.61943 7.22638 -0.93656 0.07
H 0.88157 3.71397 -0.67033 0.04
H 1.94265 4.15055 0.66077 0.08
H 2.21615 4.83882 -0.94058 0.08
H -3.70092 2.62653 -1.35345 0.12
H -5.35278 0.75466 -1.38483 0.11
H -4.55856 -1.51095 -0.53351 0.12
H -0.24495 -6.92505 0.87983 0.11
H 1.03221 -6.51866 2.93806 0.10
H 1.18325 -4.22420 3.82498 0.10
H 0.39441 -1.19949 2.05403 0.10
H -1.47169 -2.29903 4.18591 0.09
H -2.01896 -1.70877 2.62096 0.06
H -1.23524 -0.59672 3.75818 0.08
H 0.84814 -2.35665 4.83130 0.08
H 1.23658 -0.74837 4.23237 0.07
H 2.16918 -2.13178 3.67035 0.07
H -1.78932 -6.41077 -0.33259 0.12
H -2.63661 -3.78761 -1.58237 0.02
H -3.47937 -4.65119 -0.29106 0.07
H -3.26316 -5.39915 -1.88270 0.08
H -0.45603 -4.78101 -2.49833 -0.01
H -1.15846 -6.38964 -2.60685 0.08
H 0.33284 -6.14345 -1.68353 0.06
Br -0.78740 -2.16033 -3.14922 0.26
S 3.29755 -5.50318 -0.94188 1.03
C 2.92419 -5.16094 -2.57820 -0.39
C 2.05810 -4.12221 -2.63725 -0.30
N 1.69473 -3.58889 -1.42350 -0.04
C 2.27894 -4.22617 -0.45253 -0.47
H 3.33779 -5.72908 -3.39374 0.06
H 1.63107 -3.70289 -3.53667 0.08
H 2.14977 -3.97703 0.59174 0.08
```

* net charge: -1
* 2S+1: 1
* energy: -157046.817 eV
* frontier orbital gap: 6.7 eV
* E_HOMO: -4.816 eV